C31H59FI2N5O4Si3Tl as an isolated structure in a non-equilibrium geometry, computed with the ωB97M-V functional and the def2-TZVPD basis.

Computed properties:
Lowest unoccupied orbital energy, eV: -5.2257
Total charge: +2
Gap between HOMO and LUMO, eV: 7.209

Last column: Löwdin charge in e.
Cartesian coordinates (Å):
Tl 2.18 -0.42 -0.24  0.977
C -3.89 -2.90 4.49  -0.056
C -3.61 -1.41 4.37  -0.182
N -2.79 -1.09 3.19  -0.027
C -1.44 -1.11 3.33  0.052
C -0.56 -0.81 2.34  -0.022
C 0.91 -0.83 2.62  -0.598
O 1.32 -0.38 3.68  0.068
O 1.64 -1.35 1.69  -0.214
C -1.04 -0.35 1.08  -0.291
O -0.30 0.02 0.16  -0.049
C -2.49 -0.32 0.93  -0.036
C -3.05 0.11 -0.27  0.097
C -4.40 0.07 -0.46  -0.187
F -4.92 0.55 -1.60  0.075
C -5.27 -0.44 0.52  -0.138
C -4.72 -0.84 1.73  0.063
C -3.34 -0.75 1.97  -0.107
N -6.66 -0.59 0.30  -0.105
C -7.21 -0.60 -1.05  -0.127
C -8.62 -1.21 -0.98  -0.067
N -8.72 -2.00 0.28  0.052
C -8.72 -1.09 1.48  -0.068
C -7.60 -0.06 1.27  -0.114
H -4.52 -3.09 5.36  0.085
H -2.96 -3.45 4.63  0.084
H -4.39 -3.29 3.61  0.073
H -3.07 -1.04 5.24  0.131
H -4.53 -0.83 4.30  0.114
H -1.07 -1.37 4.31  0.159
H -2.41 0.49 -1.05  0.126
H -5.37 -1.25 2.48  0.108
H -6.56 -1.20 -1.69  0.139
H -7.28 0.40 -1.49  0.137
H -8.81 -1.86 -1.83  0.141
H -9.40 -0.45 -0.94  0.140
H -7.89 -2.59 0.34  0.187
H -9.55 -2.61 0.28  0.191
H -8.56 -1.71 2.36  0.137
H -9.70 -0.63 1.54  0.140
H -7.11 0.15 2.21  0.130
H -8.03 0.89 0.91  0.141
I 5.08 -2.14 1.39  0.999
C 4.69 -3.87 0.25  -1.077
I 2.64 -4.12 -0.22  0.981
H 5.00 -4.72 0.83  -0.026
H 5.24 -3.80 -0.68  -0.050
C 1.15 3.04 -0.31  -0.075
O 1.76 1.98 -1.03  -0.370
Si 2.42 1.95 -2.52  0.335
C 3.97 2.98 -2.53  -0.125
C 1.31 2.65 -3.82  -0.135
C 2.65 0.02 -2.63  -0.375
Si 4.44 -0.67 -2.66  0.369
C 5.49 0.02 -1.28  -0.219
C 5.06 -0.09 -4.33  -0.148
C 4.50 -2.53 -2.63  -0.209
Si 1.21 -0.88 -3.51  0.392
C 1.17 -2.73 -3.38  -0.183
C -0.44 -0.26 -2.88  -0.178
C 1.47 -0.45 -5.32  -0.148
H 0.94 3.89 -0.96  0.093
H 1.80 3.35 0.50  0.059
H 0.22 2.67 0.12  0.087
H 3.65 4.03 -2.51  0.052
H 4.57 2.85 -3.43  0.037
H 4.60 2.81 -1.67  0.025
H 1.19 3.71 -3.62  0.050
H 0.32 2.19 -3.85  0.032
H 1.74 2.56 -4.81  0.041
H 5.80 1.04 -1.47  0.030
H 6.39 -0.58 -1.17  0.039
H 4.97 0.01 -0.32  -0.098
H 4.96 0.98 -4.48  0.020
H 4.55 -0.59 -5.14  0.029
H 6.12 -0.33 -4.40  0.049
H 3.83 -2.96 -1.89  -0.134
H 5.52 -2.84 -2.42  0.049
H 4.23 -2.94 -3.60  0.048
H 1.15 -3.06 -2.35  -0.055
H 2.00 -3.22 -3.88  0.035
H 0.25 -3.06 -3.85  0.052
H -0.81 -0.95 -2.11  0.029
H -1.16 -0.22 -3.69  0.052
H -0.39 0.72 -2.41  0.013
H 2.34 -0.97 -5.72  0.032
H 1.60 0.61 -5.50  0.013
H 0.59 -0.79 -5.87  0.048
C 4.16 3.82 2.41  -0.036
C 3.48 2.74 3.25  -0.621
C 2.52 3.37 4.25  -0.032
C 4.52 1.90 3.99  -0.035
N 2.62 1.90 2.37  -0.040
N 3.34 1.07 1.47  -0.012
H 4.67 4.52 3.06  0.094
H 3.43 4.37 1.82  0.077
H 4.92 3.41 1.74  0.075
H 3.06 4.02 4.93  0.092
H 2.01 2.60 4.83  0.087
H 1.77 3.97 3.73  0.086
H 5.05 2.51 4.72  0.093
H 5.27 1.48 3.31  0.073
H 4.04 1.08 4.52  0.091
H 2.01 1.30 2.93  0.083
H 3.76 0.27 1.96  -0.004
H 4.09 1.61 1.05  0.084